Below is a 3-piece molecular cluster, C20H47NO15P2S overall in a non-equilibrium geometry, with properties calculated with ωB97M-V/def2-TZVPD.

Properties
DFT total energy   -3054.524917 a.u.
Orbital gap   9.45 eV
SMILES   CCOCCONC(=O)OCCCS(=O)(=O)O.CCOP(=O)(OCC)OCC.CCOP(=O)(OCC)OCC
HOMO   -0.34714 Eh
Net charge   0

```
86
Properties=species:S:1:pos:R:3:lowdin_charge:R:1
O -2.47800 -1.07762 5.63071 -0.257
O -0.41324 0.96887 7.39938 0.166
H -2.66038 0.55506 -9.40247 0.058
C 0.54095 -2.41716 2.05398 -0.069
H -4.37604 0.26034 -7.80437 0.102
H -3.49596 -2.63338 -7.26948 0.085
H 1.35157 2.90234 3.48622 0.127
O -3.47495 -0.21314 -6.00048 -0.176
C -3.58061 -1.75507 -7.91051 -0.082
H -0.32471 3.12455 5.19459 0.132
H 5.14902 -1.07099 -2.11424 0.075
H 1.01074 1.07279 -2.95980 0.072
O -3.26408 -0.56780 3.35652 -0.160
H 3.30037 -0.80412 4.11557 0.107
H -0.32318 2.23751 -3.03603 0.078
H 1.28936 -2.01915 -3.18657 0.112
O -2.01451 1.86968 6.07936 -0.012
C -4.21974 -0.60653 -7.15819 -0.270
O 3.88383 1.11798 4.76643 -0.122
O -2.12761 1.58306 -6.89328 -0.185
H -1.20449 2.91472 -8.11348 0.119
H -4.12139 1.53831 4.79724 0.105
H -0.57174 -3.45913 -2.45043 0.085
O 1.70685 -0.56400 0.93622 -0.194
O -0.49407 -0.22257 -6.36351 -0.228
C -1.48921 1.86175 -8.13834 -0.279
C 0.44001 -1.06031 1.39130 -0.263
H -2.57019 -1.49806 -8.24700 0.065
H -5.49010 0.57599 5.29237 0.105
H -0.23963 -3.07943 -0.75806 0.065
H -5.02274 1.34810 7.39381 0.120
H 0.47721 1.74034 -4.51603 0.077
N 0.18329 2.53357 5.85346 0.081
O 3.54416 -2.58158 -0.36829 -0.225
H 1.89223 -3.20395 -2.03793 0.108
O 3.65057 -0.17330 -0.12643 -0.208
H -3.98587 -0.04555 2.97335 0.085
P -1.90311 0.16671 -6.11770 0.521
H 0.06467 -0.33509 2.11406 0.118
S -3.67917 -0.83800 4.90309 0.596
H 5.33541 -1.24958 0.46164 0.103
H -1.29534 0.04429 -2.70480 0.106
C -4.41786 0.71227 5.44284 -0.218
C -0.85051 0.25355 -3.67832 -0.290
C -2.41864 1.61686 -9.31177 -0.077
C -0.18288 -2.69282 -1.77872 -0.070
H 6.71952 -0.58930 -1.44690 0.077
H 5.86774 -0.43163 5.72662 0.074
C -4.10990 0.97666 6.92587 -0.169
C 5.27013 -0.85275 4.91919 -0.074
C 3.04259 1.64690 3.77333 -0.195
H -0.36030 -0.65916 -4.01334 0.088
H -0.82733 -1.81804 -1.83488 0.052
H 0.96069 -3.16695 1.37340 0.069
C -3.01381 2.02972 7.08281 -0.164
H 1.19708 -2.36945 2.92418 0.080
H -0.26871 -1.06732 0.55967 0.104
H -3.35576 2.16033 -9.18367 0.080
H -4.17438 -2.01742 -8.78594 0.085
O 1.71924 -1.23060 -1.36832 -0.192
H 5.46772 0.50089 0.48684 0.114
C 1.92450 2.49592 4.33662 -0.188
C 3.85125 -0.29198 4.90775 -0.265
H -5.20284 -0.90909 -6.79780 0.121
H -3.86130 0.03868 7.42034 0.120
C 5.65589 -0.34806 -1.47545 -0.074
H -2.61596 2.01355 8.09674 0.135
C 5.06783 -0.34261 -0.07943 -0.292
H 2.32816 3.34363 4.89866 0.130
H 2.64430 0.91350 3.06620 0.113
C -0.74572 1.72123 6.53509 -0.522
H -0.57382 1.27994 -8.25490 0.107
C 1.24500 -2.33204 -2.14192 -0.273
O 1.06667 1.70153 5.12734 -0.101
C 0.14213 1.38862 -3.54024 -0.057
H 5.76074 -0.60254 3.97450 0.071
H 5.53488 0.63165 -1.94074 0.076
H -1.95251 1.93704 -10.24410 0.080
O -4.64569 -1.88678 4.98360 -0.273
H 5.25507 -1.94060 5.00026 0.074
H 3.64412 2.34590 3.17800 0.131
H 3.40705 -0.51796 5.88246 0.121
O -1.91727 0.61111 -4.55827 -0.193
P 2.64689 -1.44735 -0.04564 0.528
H -3.48131 3.01139 6.95955 0.129
H -0.44283 -2.75684 2.37663 0.087
```

***

Below is C20H48B2CrF8N2O15 as an isolated structure in a non-equilibrium geometry, with properties calculated with ωB97M-V/def2-TZVPD.

Properties
DFT total energy   -3922.256997 a.u.
Orbital gap (alpha / beta)   7.04 / 8.93 eV
HOMO (alpha / beta)   -0.40018 / -0.46448 Eh
Expectation value of S²   8.7513
Spin multiplicity   6
Net charge   +1

```
96
Properties=species:S:1:pos:R:3:lowdin_spin:R:1
H -4.03763 -0.46023 -1.13984 0.000
O 0.36977 -0.99869 4.08913 0.003
H -5.42232 -3.43133 2.90512 0.000
H 0.53543 2.99039 -8.63832 0.000
F -3.07180 1.97752 -1.83508 0.000
H 0.28564 -5.54132 3.19543 0.000
F -3.17167 4.10534 -2.59079 0.000
H -1.60796 -3.00331 3.80193 0.000
O 4.70599 3.34408 1.22407 0.002
H -5.39970 -1.86472 -3.26238 0.000
C 0.95597 -5.51903 4.05466 0.000
O 0.50120 1.92936 -4.35123 0.000
O 4.67732 1.15639 1.20574 0.003
H -3.83295 0.74299 1.42390 0.000
H 3.19229 4.68442 0.39825 0.002
C 1.95933 -3.47760 0.56341 0.000
O 1.49451 1.82817 -6.35470 0.000
C 4.12304 4.62248 0.96212 0.001
C -1.82054 -1.94003 3.69084 0.000
H -2.69667 -1.93964 3.04240 0.000
H 4.94964 5.72654 -0.55627 0.000
O 1.26649 0.02921 -5.30222 0.000
H 1.79887 -2.41914 0.76834 0.000
H -0.99283 -0.13658 2.78280 0.003
H 4.96864 -0.82462 0.83703 0.000
H -6.81300 -4.23933 2.36673 0.000
O 2.71607 2.18817 1.16017 0.036
C 1.05618 1.36334 -5.24625 0.000
N -3.19767 1.34534 0.92020 0.006
F -5.02235 2.81286 -2.07130 0.000
C 1.29634 0.02219 3.96526 0.010
H -4.06972 -2.56429 -3.64517 0.000
H 0.44236 -1.79614 -4.63194 0.000
H 0.04040 3.30643 -2.87877 0.000
H 0.11031 -0.35488 -3.59997 0.000
H -0.43484 3.14289 -7.28893 0.000
H -7.00766 -2.48680 2.65278 0.000
Cr 0.57588 2.59301 1.89161 4.786
C 3.38371 -3.79120 0.08389 0.000
C -0.70246 -1.10078 3.20006 0.002
O 1.66596 -4.13815 1.84529 0.000
H 4.21755 -3.50951 0.72691 0.000
O 1.93703 -4.50932 4.02242 0.000
H 1.30707 3.75144 -5.78393 0.000
H 4.88719 6.62432 0.89737 0.000
C 3.91306 2.23309 1.16778 0.007
N -0.58333 3.19557 -2.09214 0.005
O -4.25191 -1.42223 1.24932 0.000
C -3.98544 -1.47903 -1.52381 0.000
H 2.99741 -0.61896 6.70492 0.000
F -1.56892 -0.56159 0.15067 0.001
H -2.72994 0.76519 0.23847 0.000
H 1.20761 -3.78459 -0.16374 0.000
H -4.22360 -0.75954 -3.68074 0.000
H 3.85048 -0.27701 2.21584 0.000
H 3.29091 -0.11982 0.61291 0.000
H -3.00334 -1.90130 -1.31106 0.000
O 2.30640 -0.16074 4.84728 0.003
H -1.53367 3.25146 -2.42951 0.000
C 0.83828 -0.86222 -4.23303 0.000
B -3.72706 3.18128 -1.73098 0.001
H -2.59573 1.86087 1.54630 0.017
C 2.35727 -3.82819 2.92617 0.000
F -3.67260 3.50939 -0.36426 0.002
H -0.27744 -1.53352 2.29443 0.000
H 0.36966 4.61867 -8.02595 0.000
H 2.40962 3.39576 -7.21016 0.000
C -6.32433 -3.26633 2.31586 0.000
C 0.46667 3.57645 -7.72187 0.000
H 3.57432 -4.82818 -0.19262 0.000
H -0.49625 2.29832 -1.63665 0.002
H 1.49496 -6.46105 4.15556 0.000
H 1.24521 -0.97315 6.36269 0.000
C 2.26581 -0.97582 5.98000 0.000
H 1.76759 -0.92976 -3.66742 0.000
O -4.99944 -2.16459 -0.74615 0.000
C 1.45991 3.20071 -6.71206 0.000
H 6.25970 5.50696 0.71287 0.000
H 3.45215 -3.16997 -0.80913 0.000
H -3.78976 2.04073 0.48899 0.000
C 4.21069 -0.12927 1.19774 0.000
H 3.81185 5.06279 1.90943 0.000
F 0.51942 -1.06918 -0.60017 0.000
C 5.20101 5.65818 0.50214 0.000
H -2.15865 -1.59500 4.66795 0.000
H -0.38626 3.73770 -1.26307 0.014
O 3.09804 -2.82489 2.96498 0.000
H 2.33521 -2.03127 5.71672 0.000
O -5.98710 -2.94237 0.95300 0.000
B -0.39459 -0.04705 -0.25626 0.008
F 0.15296 0.80141 0.75500 0.045
F -0.64743 0.77564 -1.35663 0.002
O 1.32648 0.96306 3.15840 0.039
C -4.98444 -2.15044 0.56943 0.000
H 0.36198 -5.33914 4.95070 0.000
C -4.34186 -1.66724 -3.08897 0.000
```

***

Below is C20H48N4NbO6 as an isolated structure in a non-equilibrium geometry, with properties calculated with ωB97M-V/def2-TZVPD.

Properties
DFT total energy   -1518.085541 a.u.
Orbital gap   6.05 eV
ΔE to the lowest compared entry with this formula, charge and spin   0.000 eV
HOMO   -0.16467 Eh
Net charge   -1

```
79
Properties=species:S:1:pos:R:3:lowdin_charge:R:1
H -7.25685 6.65376 -2.28014 0.092
H 1.37193 -6.21589 10.55687 0.089
C -0.04794 -1.72841 3.23983 -0.053
H -0.33767 -6.28919 10.15244 0.088
C -1.76522 1.61289 -3.28670 -0.358
H 4.74126 -2.65120 -2.00472 -0.169
C 4.53869 -0.44363 -4.69005 -0.328
H 0.61526 -2.47816 9.18490 0.066
N -5.93832 6.20145 -3.85623 -0.197
C 1.02109 -0.58259 -1.88603 -0.149
H 0.85058 -1.55671 -1.41937 0.130
H -0.82468 3.86768 -2.65300 0.085
H -4.25009 3.23643 -1.85283 0.070
H -6.58394 7.44915 -5.42217 0.088
H -0.37471 -2.64961 2.75582 0.096
H -2.34915 -1.98239 4.23455 0.085
C 0.45914 -3.15324 10.02541 -0.060
C 0.94316 -4.78330 8.27905 -0.339
N 0.62926 -4.51535 9.56712 -0.199
C 3.33351 0.50042 -4.84910 -0.225
H 4.39459 -4.63704 -5.08821 -0.165
O -2.22841 0.52890 -3.58502 0.012
H 4.04758 0.45151 -1.07440 0.068
H 2.75453 0.21556 -5.73510 0.104
H 3.48639 -1.92302 -5.91197 0.017
O 1.54493 0.31457 -0.87364 -0.046
H 4.81061 -0.48821 -3.61653 0.069
H 4.28776 -1.07868 -0.21117 0.060
H 2.86939 1.24036 -2.87487 0.100
N -2.46078 2.59199 -2.67340 -0.188
H -4.43416 2.12704 -3.23425 0.090
H -1.91047 4.05609 -1.26623 0.096
C 0.45939 -5.62238 10.48467 -0.055
H 3.73314 1.50161 -5.04830 0.097
C -4.76279 6.10752 -3.20276 -0.356
H 1.05373 -3.86789 7.67971 0.115
H 1.02126 -1.61328 3.07777 0.063
H -1.82735 -2.81629 5.71443 0.090
H 2.81182 -1.33078 -2.77434 0.025
H 5.39120 0.04385 -5.17192 0.087
H 4.25744 0.44261 0.70067 0.088
C -7.15868 5.95247 -3.10883 -0.040
H -0.54936 -2.98979 10.41415 0.087
H 0.04626 -0.19239 -2.17649 0.102
H -3.94350 1.48924 -1.67088 0.092
C -6.01532 6.53079 -5.26134 -0.062
O 0.41016 -1.65480 6.79969 -0.027
H 1.63426 -1.57649 5.16932 0.139
N -0.33591 -1.76857 4.66396 -0.190
C 0.62287 -1.66424 5.59351 -0.340
O 1.08432 -5.90874 7.83640 0.006
H 0.20995 -5.22468 11.46673 0.080
H -7.16013 4.94517 -2.69206 0.092
O 1.88576 -0.84224 1.01251 0.096
H -6.48868 5.72820 -5.83043 0.090
H -0.71894 1.89220 -3.49576 0.120
C 3.83316 -0.08761 -0.15479 0.014
C -1.70803 -1.91590 5.11061 -0.046
O -4.65833 5.82561 -2.02488 0.007
C 1.95600 -0.71768 -3.07271 -0.203
H 1.17371 -2.90766 10.81546 0.085
H -2.01440 -1.06549 5.72103 0.088
H -5.00819 6.67700 -5.64834 0.083
H -8.00632 6.06546 -3.78114 0.085
C -1.86791 3.86721 -2.34011 -0.052
Nb 4.55682 -3.42479 -3.70942 0.671
C -3.85194 2.34726 -2.33772 -0.042
H -3.89265 6.30777 -3.85153 0.131
C 2.35855 -0.25809 0.06142 -0.501
C 4.39562 -1.85278 -5.30499 -0.414
H 2.77796 -3.67443 -3.28598 -0.143
H 4.40821 -5.09787 -3.00444 -0.193
C 2.39747 0.62108 -3.64423 -0.212
H -0.55750 -0.88777 2.76842 0.092
H 1.42196 -1.27157 -3.85288 0.125
H 6.36373 -3.79925 -3.49685 -0.178
H 1.49382 1.16395 -3.95345 0.096
H 5.22166 -2.04971 -6.00222 0.014
H -2.39157 4.68303 -2.84249 0.061
```